{
  "formula": "C53H43BrFN3O2Pt",
  "method": "ωB97M-V/def2-TZVPD",
  "elements": ["C", "C", "O", "C", "H", "C", "H", "H", "C", "C", "C", "C", "C", "N", "H", "H", "C", "C", "H", "C", "H", "H", "C", "H", "C", "C", "H", "C", "C", "C", "H", "C", "H", "H", "H", "C", "H", "C", "H", "C", "Pt", "C", "H", "H", "H", "C", "C", "H", "H", "C", "C", "H", "H", "C", "H", "C", "C", "C", "F", "C", "H", "C", "Br", "H", "H", "H", "H", "H", "H", "N", "C", "H", "C", "H", "C", "H", "H", "H", "C", "C", "O", "H", "H", "C", "C", "C", "C", "C", "C", "C", "C", "C", "C", "H", "C", "H", "C", "C", "C", "H", "H", "N", "C", "H"],
  "positions_angstrom": [[-3.396, -1.798, -1.095], [-1.226, -2.074, -5.297], [-0.178, 0.066, -1.988], [-1.342, 0.593, -2.563], [-4.545, -0.654, 6.492], [4.541, -2.815, 2.287], [-0.478, -3.001, 2.470], [0.629, -2.076, -1.627], [0.486, -4.150, -2.202], [0.889, -3.379, 0.044], [0.108, 2.274, -3.712], [-0.466, 4.597, -3.969], [4.591, 3.118, 1.797], [-1.070, 0.803, 2.877], [-2.219, 5.005, 1.209], [3.173, 0.105, 1.277], [0.755, -5.744, -0.429], [2.031, -2.462, 3.406], [-3.439, 0.919, -4.308], [-3.325, -2.969, -0.354], [0.796, 1.450, -3.862], [1.063, -2.311, 3.865], [-1.852, 0.684, 5.022], [-2.900, 2.940, -2.311], [3.795, 1.451, -0.286], [-2.339, -1.760, -6.060], [3.430, 0.943, -2.360], [-0.343, -2.138, 1.819], [0.528, -5.468, -1.772], [0.893, 3.377, -0.400], [4.567, 3.009, -1.565], [-2.708, 0.337, 6.063], [3.028, -2.591, 5.304], [-1.872, 2.576, 1.384], [-2.281, -3.994, 1.225], [0.710, 4.749, -0.487], [-3.485, -0.615, 2.330], [-1.085, 2.033, -3.033], [-0.040, -1.553, -3.574], [-3.139, -0.685, -5.689], [0.060, 0.549, 0.030], [4.023, 1.893, 2.101], [-2.403, 1.348, -0.831], [1.755, 2.940, -0.886], [0.304, -3.929, -3.247], [-1.343, 4.547, 0.767], [-2.525, 0.533, -1.549], [-0.592, -2.905, -5.582], [3.539, -2.678, 0.396], [3.334, 0.628, -1.329], [-0.911, -1.322, -4.169], [3.909, 1.601, 3.138], [-0.310, -1.227, 2.413], [-4.128, -0.694, 4.381], [-3.480, 0.662, -2.055], [0.669, -3.107, -1.300], [3.628, 1.066, 1.069], [2.159, -2.495, 2.024], [4.961, 3.936, 2.807], [-1.964, 3.089, -2.835], [0.657, 1.907, 3.376], [-1.483, -2.047, 0.856], [-0.673, 7.187, -0.046], [1.424, 5.363, -1.019], [-2.579, -2.339, -6.943], [5.268, 4.491, 0.306], [1.117, -4.925, 1.519], [1.346, 3.708, -4.707], [-4.007, -0.425, -6.282], [-0.653, 1.374, 4.989], [3.147, -2.614, 4.228], [-4.117, -1.674, -1.892], [-0.409, 5.319, 0.097], [2.880, -0.329, -1.117], [-1.140, 3.175, 0.859], [5.270, -2.903, 4.310], [-2.345, 5.182, -3.122], [-5.043, -1.224, 4.152], [-2.821, 0.066, -4.568], [-3.849, -0.359, 5.718], [1.294, -1.025, 0.409], [0.800, -6.770, -0.084], [-4.012, -3.781, -0.553], [-1.708, -0.250, -3.792], [0.416, 3.540, -4.179], [4.412, 2.702, -0.537], [-0.025, 2.568, 0.270], [-1.654, 4.367, -3.297], [0.934, -4.704, 0.472], [-3.265, -0.355, 3.358], [-2.516, -0.769, -0.811], [-0.250, 1.407, 3.686], [4.402, -2.789, 3.673], [0.394, -6.278, -2.479], [4.802, 3.533, 0.492], [-0.165, 1.775, 5.770], [-2.100, 0.337, 3.691], [0.999, -2.236, 1.057], [-2.369, -3.092, 0.635], [-0.224, 5.591, -4.322], [5.520, -2.944, 1.842], [-1.581, -0.920, 0.143], [3.431, -2.669, 1.475], [-2.496, 0.601, 7.090]],
  "forces_ev_per_a": [[-0.1, 0.0, 0.0], [0.0, 0.0, 0.0], [0.0, 0.3, -0.2], [0.0, -0.1, -0.1], [0.0, 0.0, 0.0], [0.0, 0.0, 0.1], [0.0, 0.0, 0.0], [0.0, 0.0, 0.0], [0.0, 0.0, 0.0], [0.1, 0.0, 0.0], [0.0, 0.0, 0.0], [0.0, 0.0, 0.0], [0.0, 0.1, 0.0], [-0.2, 0.0, 0.3], [0.0, 0.0, 0.0], [0.0, 0.0, 0.0], [0.0, 0.0, 0.0], [0.1, 0.0, 0.0], [0.0, 0.0, 0.0], [0.0, 0.0, 0.0], [0.0, 0.0, 0.0], [0.0, 0.0, 0.0], [0.1, 0.0, 0.2], [0.0, 0.0, 0.0], [-0.1, -0.1, 0.0], [0.0, 0.0, 0.0], [0.0, 0.0, 0.0], [0.0, 0.0, -0.2], [0.0, 0.0, 0.0], [0.1, 0.0, -0.1], [0.0, 0.0, 0.0], [0.0, 0.0, 0.0], [0.0, 0.0, 0.0], [0.0, 0.0, 0.0], [0.0, 0.0, 0.0], [0.0, 0.0, 0.0], [0.0, 0.0, 0.0], [0.1, -0.1, 0.0], [0.0, 0.0, 0.0], [0.0, 0.0, 0.0], [0.2, -0.2, -0.3], [0.0, -0.1, 0.0], [-0.1, 0.0, 0.0], [0.0, 0.0, 0.0], [0.0, 0.0, 0.0], [0.0, -0.1, 0.0], [0.2, -0.1, 0.1], [0.0, 0.0, 0.0], [0.0, 0.0, 0.0], [0.2, 0.1, 0.0], [-0.1, 0.0, 0.0], [0.0, 0.0, 0.0], [0.0, -0.1, 0.1], [0.0, 0.0, 0.0], [0.0, 0.0, 0.0], [0.0, -0.1, 0.0], [0.0, 0.0, 0.0], [0.0, 0.1, 0.0], [0.0, 0.0, 0.0], [0.0, 0.0, 0.0], [0.0, 0.0, 0.0], [0.1, 0.1, 0.0], [0.0, 0.1, 0.0], [0.0, 0.0, 0.0], [0.0, 0.0, 0.0], [0.0, 0.0, 0.0], [0.0, 0.0, 0.0], [0.0, 0.0, 0.0], [0.0, 0.0, 0.0], [0.0, 0.0, 0.0], [0.0, 0.0, -0.1], [0.0, 0.0, 0.0], [0.0, -0.1, 0.0], [-0.1, 0.0, 0.0], [0.0, 0.2, 0.0], [0.0, 0.0, 0.0], [0.0, 0.0, 0.0], [0.0, 0.0, 0.0], [0.0, 0.0, 0.0], [0.0, 0.0, 0.0], [0.1, -0.3, 0.0], [0.0, 0.0, 0.0], [0.0, 0.0, 0.0], [0.1, -0.1, 0.0], [0.0, 0.0, 0.0], [0.0, 0.1, 0.0], [-0.4, -0.1, 0.3], [0.0, -0.1, 0.0], [0.0, 0.0, 0.0], [0.0, 0.0, 0.0], [0.0, 0.0, 0.0], [0.0, 0.0, -0.1], [0.0, 0.0, -0.1], [0.0, 0.0, 0.0], [0.0, 0.0, 0.0], [0.0, 0.0, 0.0], [0.0, 0.1, -0.1], [0.1, 0.1, 0.2], [0.0, 0.0, 0.1], [0.0, 0.0, 0.0], [0.0, 0.0, 0.0], [-0.3, 0.2, -0.1], [0.0, 0.0, 0.0], [0.0, 0.0, 0.0]],
  "orbital_gap_ev": [7.25, 6.98],
  "largest_force_ev_per_a": 0.5,
  "s2": 6.051,
  "de_lowest_ev": 0.417,
  "spin_multiplicity": 5
}